114
Properties=species:S:1:pos:R:3 method="wB97M-V/def2-TZVPD" total_energy_ev=-264060.6869 max_force_ev_per_a=7.95 e_above_lowest_kj_mol=420.5 gap_ev=10.407 homo_energy_ev=-10.3
C 3.29 -5.82 2.23
C 1.87 -5.43 2.05
O 1.66 -4.06 2.42
C 2.83 -3.57 2.68
O 3.09 -2.43 2.86
O 3.79 -4.57 2.68
H 3.68 -6.25 1.31
H 3.22 -6.64 2.95
H 1.24 -6.05 2.68
H 1.65 -5.52 0.98
C -0.66 -0.78 -5.38
C 0.17 -2.12 -5.50
O 0.94 -1.92 -6.75
C 0.36 -0.95 -7.49
O 0.70 -0.72 -8.63
O -0.68 -0.46 -6.77
H -0.07 -0.09 -4.78
H -1.62 -1.08 -4.94
H -0.43 -3.02 -5.65
H 0.81 -2.15 -4.62
C -0.68 -5.45 -2.82
C -0.14 -6.45 -1.82
O 0.53 -5.58 -0.86
C 0.72 -4.33 -1.35
O 1.45 -3.44 -0.86
O 0.07 -4.24 -2.55
H -1.69 -5.15 -2.55
H -0.45 -5.70 -3.85
H 0.60 -7.04 -2.35
H -1.01 -6.95 -1.39
C 1.06 5.61 1.79
C 2.21 6.04 2.69
O 3.24 5.05 2.38
C 2.67 4.12 1.83
O 3.27 3.15 1.41
O 1.34 4.26 1.82
H 1.17 5.95 0.77
H 0.04 5.75 2.16
H 1.99 6.10 3.75
H 2.52 7.06 2.44
C 0.57 0.94 0.78
C 0.41 -0.58 0.78
O -0.33 -0.80 -0.49
C -0.39 0.35 -1.18
O -0.91 0.43 -2.28
O 0.21 1.34 -0.50
H 1.66 1.04 0.86
H 0.14 1.38 1.67
H -0.27 -0.83 1.60
H 1.37 -1.09 0.87
Cl -4.19 0.09 1.52
C -4.16 1.27 2.75
C -2.92 0.83 3.58
Cl -2.73 1.83 5.00
H -5.14 1.28 3.23
H -4.11 2.22 2.22
H -2.10 0.99 2.88
H -3.00 -0.20 3.91
Cl -2.94 2.60 -4.37
C -3.96 1.16 -4.37
C -5.17 1.49 -3.42
Cl -4.72 1.35 -1.75
H -3.43 0.33 -3.90
H -4.26 0.89 -5.38
H -5.88 0.66 -3.44
H -5.60 2.44 -3.71
Cl -2.38 -2.41 -2.44
C -2.51 -2.73 -0.70
C -3.87 -3.26 -0.38
Cl -3.74 -5.00 -0.59
H -2.49 -1.73 -0.27
H -1.64 -3.29 -0.37
H -4.72 -2.86 -0.92
H -4.03 -3.04 0.68
Cl -2.89 6.42 -1.04
C -3.10 4.66 -1.44
C -1.77 3.84 -1.30
Cl -1.33 3.70 0.46
H -3.50 4.58 -2.45
H -3.93 4.31 -0.82
H -0.87 4.31 -1.71
H -1.79 2.80 -1.63
Cl 4.81 2.90 -3.73
C 3.79 3.83 -2.62
C 2.52 3.22 -2.17
Cl 1.25 3.53 -3.36
H 3.68 4.81 -3.09
H 4.31 4.15 -1.71
H 2.19 3.74 -1.28
H 2.61 2.18 -1.87
Cl 0.89 4.95 6.69
C 0.85 3.24 6.35
C 1.63 2.93 5.12
Cl 1.02 1.56 4.13
H -0.20 3.02 6.13
H 1.10 2.52 7.13
H 2.67 2.93 5.44
H 1.57 3.73 4.38
Cl 4.58 -1.95 -0.30
C 3.47 -0.88 -1.28
C 3.66 -1.25 -2.74
Cl 2.69 -0.11 -3.71
H 3.67 0.13 -0.94
H 2.44 -1.06 -0.98
H 3.21 -2.20 -3.01
H 4.70 -1.35 -3.07
Cl -1.01 -2.65 4.10
C 0.11 -1.83 5.15
C -0.57 -1.07 6.34
Cl 0.75 -0.15 7.16
H 0.54 -1.11 4.46
H 0.86 -2.57 5.41
H -1.01 -1.75 7.07
H -1.19 -0.33 5.84